i.
Entry from the OMol25 dataset: C47H40BaBrF5N11O3P2S2 as an isolated structure (wB97M-V/def2-TZVPD).

```
! RIJCOSX wB97M-V def2-TZVPD def2/J DEFGRID3
* xyz -1 1
Ba 0.0517 -0.3882 -0.2601
Br 1.3705 1.1549 3.2091
S -2.8144 -0.7280 0.8811
S 0.1350 -1.7548 2.5089
P 1.4972 3.1597 0.6200
P -1.2994 -0.8394 -3.3253
F 5.7193 0.0100 3.9963
F 1.9058 6.1605 1.6436
F 1.8897 2.6412 5.7577
F 2.2435 5.2647 6.2010
F 2.2346 7.0111 4.1286
O 2.2881 -3.7927 -2.6634
O 2.5541 -0.8518 0.4251
O 0.9859 -2.4307 -1.4444
N -0.5370 -2.0171 -5.7346
N 8.7906 -3.5475 5.6498
N -4.9383 -2.3659 3.3645
N 1.2656 1.6397 -2.0359
N -2.8164 -1.1041 -5.6464
N 0.7757 4.1453 -5.5643
N -1.6834 -3.4205 5.1865
N -2.2793 -3.1917 -4.4685
N 0.0902 2.2605 -4.1099
N 5.2989 -3.8476 0.0553
N 7.4621 -2.1850 4.1067
C 3.9581 4.4607 -0.1023
C 5.5953 -0.9591 3.0604
C -0.5270 5.0242 0.3049
C 8.1309 -2.4361 6.4117
C 4.5010 -1.8753 1.1498
C -1.9750 -2.5662 -3.1750
C -2.5874 -0.2103 -4.5043
C -0.9081 6.3645 -1.6520
C 5.2617 2.0376 -0.4562
C -1.6423 -2.8205 4.2023
C 1.8792 3.4710 4.7089
C 1.0127 4.9219 -1.5346
C 0.7324 1.9525 -3.0287
C -1.5913 -1.2818 -6.4257
C 7.6988 -4.8889 -0.0812
C 2.0556 5.7065 3.8986
C -2.6580 -1.6727 2.3403
C 6.2149 -4.9249 -0.2582
C -1.0744 -3.3007 -5.2890
C -1.2910 5.9528 -0.3821
C 3.9173 2.0606 -0.1085
C 7.1237 -1.7631 5.4556
C 3.2544 3.2699 0.0833
C -0.0106 -1.2477 -4.6008
C 8.8576 -1.9353 3.8076
C 1.6981 3.8869 2.3255
C 5.4372 -2.9175 1.0757
C 4.2048 -3.7593 -0.7687
C 6.8499 -5.8560 0.7262
C 0.4881 3.2754 -4.8508
C 2.0617 4.8189 4.9548
C 1.6905 3.0089 3.4179
C 2.0547 -3.0366 -1.7165
C 9.6807 -2.9945 4.5711
C 0.2390 5.8422 -2.2293
C 3.3192 -1.7964 0.2626
C 6.4913 -2.0242 3.0715
C 5.9550 3.2251 -0.6287
C 1.8806 5.2330 2.6097
C 4.5937 -0.8979 2.1380
C -1.5198 -2.0600 2.9871
C 3.2088 -2.8485 -0.7104
C -3.2739 -2.4202 -5.2051
C 0.6433 4.5141 -0.2565
C -3.9172 -2.0632 2.9245
C 6.4169 -2.9847 2.0793
C 5.2985 4.4376 -0.4562
H -4.1604 -2.2952 -4.5795
H 6.1063 -2.0840 5.6753
H 5.8294 5.3695 -0.6068
H 0.5241 6.1242 -3.2345
H 8.1400 -4.0413 0.4197
H -1.3261 -3.8865 -6.1788
H 9.9687 -3.8317 3.9378
H 5.8855 -5.4003 -1.1689
H 7.1723 -0.6814 5.6032
H 10.5654 -2.5845 5.0542
H 1.8916 4.5036 -2.0059
H -2.2657 0.7679 -4.8676
H -0.8480 4.6888 1.2860
H 5.7579 1.0874 -0.6157
H 8.9268 -1.7624 6.7239
H 4.1299 -4.5043 -1.5513
H -2.8765 -2.5449 -2.5573
H 6.9996 3.2103 -0.9155
H 8.0413 -4.0559 5.1700
H 6.7055 -5.6780 1.7814
H 6.8729 -6.9027 0.4581
H -1.5146 7.0750 -2.1993
H -1.2311 -3.1685 -2.6492
H -3.5275 -0.0705 -3.9643
H 0.7789 -1.8240 -4.1121
H -0.3043 -3.8267 -4.7219
H 0.4212 -0.3147 -4.9666
H 7.6538 -2.8541 7.2946
H 9.1666 -0.9243 4.1037
H 9.0296 -2.0341 2.7390
H 7.1082 -3.8082 2.1459
H -1.2096 -0.2998 -6.7130
H -1.8507 -1.8379 -7.3319
H 3.8505 -0.1092 2.1651
H -3.5522 -2.9919 -6.0959
H -2.1962 6.3413 0.0674
H 3.4552 5.4087 0.0120
H 8.2976 -5.2831 -0.8899
H 3.3659 1.1328 -0.0107
H 9.2979 -4.1828 6.2616
*
```

The calculation puts the HOMO-LUMO gap at 0.0940 Eh. The value obtained for the highest occupied orbital energy is -0.12310 Eh.

Atom charges from the Löwdin analysis, given in e for atoms 1 to 2: 1.382, 0.822



ii.
Entry from the OMol25 dataset: C47H40BaBrF5N11O3P2S2 as an isolated structure (wB97M-V/def2-TZVPD).

```
! RIJCOSX wB97M-V def2-TZVPD def2/J DEFGRID3
* xyz -1 1
Ba 1.6847 -1.3471 0.8473
Br 2.4711 -2.2624 -2.9664
S 3.3277 1.3719 1.3737
S 4.8168 -1.5911 -0.0426
P 3.0494 -4.2878 1.9695
P 2.3002 0.9947 -2.1780
F 2.3315 1.8610 -7.3162
F -4.0575 1.6206 -2.3480
F 2.5195 -0.7865 -7.8923
F 2.2070 2.6732 -4.7807
F 2.5765 -2.5971 -5.9245
O 0.4541 -1.5191 2.9653
O -1.0141 -1.6641 4.6590
O -0.5774 -0.0389 0.6527
N 0.1575 -3.1803 -0.4101
N 6.5234 2.5779 2.5014
N -3.8226 -4.4677 -1.0520
N 2.6798 -6.8306 3.0573
N 3.6027 -6.7546 0.7815
N 5.0078 -6.1345 2.6913
N 8.0920 -0.6338 1.1152
N -1.4534 -5.0509 -0.5363
N -7.3111 4.8873 -0.4392
N -3.6778 0.9058 3.0867
N -5.9808 2.8445 -0.7209
C -2.8231 0.9068 -0.4740
C 3.7534 3.4608 -2.2485
C 3.7723 2.0742 -2.1328
C -4.8367 1.8855 1.1818
C 4.0514 -6.8143 3.5610
C 2.3669 0.9613 -6.3281
C 4.9783 1.4215 -1.8834
C 2.4625 -0.3836 -6.6224
C -4.9095 2.0740 -0.1900
C 6.9553 -0.4627 1.0169
C -0.3098 3.6841 -0.6645
C -3.7683 1.1723 1.7351
C 4.7413 -4.6942 2.6243
C -1.3051 3.8146 -1.6257
C -8.1275 3.6934 -0.0320
C 5.8531 1.7836 2.0011
C -2.7110 -4.7005 -0.8125
C 0.8893 2.1497 -2.1001
C 2.3035 1.3577 -5.0053
C -2.7360 0.7290 0.9035
C -2.6572 0.1099 3.5408
C 3.1524 -5.3916 0.4800
C 0.7773 2.8554 -0.8952
C -5.8111 3.6432 -1.9173
C 4.9400 -6.7442 1.3663
C 4.9833 0.8394 1.3821
C 5.5475 -0.3021 0.8725
C 6.1287 3.5291 -1.8665
C 2.1081 -5.4769 3.0370
C -7.3515 2.4442 -0.5109
C 4.9292 4.1825 -2.1123
C 2.4886 -1.3079 -5.5944
C 6.1538 2.1464 -1.7592
C -0.6548 -4.0170 -0.4665
C -3.9184 1.5289 -1.0015
C -4.8736 2.7538 4.3319
C -1.6005 -0.3234 2.8167
C -4.7344 1.2978 3.9747
C 2.3239 0.4560 -3.9481
C -0.6176 -1.2603 3.5654
C -6.8744 4.7650 -1.8688
C -1.5167 0.0860 1.4365
C 2.4206 -0.9023 -4.2709
C -1.2149 3.1002 -2.8103
C -4.3743 1.7662 5.3470
C -0.1284 2.2659 -3.0429
C 2.6926 -7.4134 1.7153
H 5.6177 -6.2128 0.6957
H -9.1071 3.7923 -0.4959
H -2.0263 0.5328 -1.1033
H 1.5521 2.7475 -0.1405
H 2.0708 -5.0847 4.0565
H 4.9900 0.3466 -1.7275
H -1.9871 3.1857 -3.5660
H 4.3795 -7.8518 3.6740
H 4.0618 -6.3373 4.5436
H -7.8030 5.7599 -0.2548
H 2.1718 -5.4273 -0.0027
H -5.0277 1.4776 6.1568
H -0.0788 1.7105 -3.9710
H -0.3728 4.2273 0.2704
H -7.7659 4.5210 -2.4439
H -6.4556 4.8525 0.1279
H 4.9060 5.2631 -2.1869
H -7.8048 2.0495 -1.4290
H -7.4016 1.6598 0.2390
H 1.0744 -5.5250 2.6849
H 5.2756 -7.7816 1.4557
H -3.3236 1.8046 5.5954
H 4.8586 -4.2582 3.6193
H 7.0765 1.6270 -1.5333
H -2.1451 4.4796 -1.4478
H -2.7139 -0.2029 4.5753
H -8.2322 3.7328 1.0507
H -4.1400 3.4233 3.9031
H -5.5997 2.3114 1.8213
H 3.0023 -8.4586 1.8054
H -4.8079 4.0660 -1.9181
H -5.8712 3.1563 4.4500
H -5.9357 3.0830 -2.8485
H 3.8477 -4.9352 -0.2311
H -5.6461 0.7190 3.8649
H 1.6805 -7.3837 1.3067
H 2.8242 3.9834 -2.4353
H 5.4791 -4.2112 1.9790
H 7.0397 4.0993 -1.7350
H -6.4882 5.7241 -2.2045
*
```

The calculation puts the HOMO-LUMO gap at 0.0895 Eh. The value obtained for the highest occupied orbital energy is -0.11905 Eh.

Atom charges from the Löwdin analysis, given in e for atoms 1 to 2: 1.449, 0.820



Most stable to least stable, the ends of the list are ii and i.



i.
Entry from the OMol25 dataset: a 2-piece molecular cluster, C3H7FNO overall (wB97M-V/def2-TZVPD).

```
! RIJCOSX wB97M-V def2-TZVPD def2/J DEFGRID3
* xyz 1 1
F -0.1163 1.6068 0.4432
O -3.0320 -0.1393 0.3267
N 0.1704 0.2396 0.1022
C 0.4735 -0.4471 1.2861
C 1.0500 0.2793 -1.0184
C -2.2814 -0.2216 -0.5105
H 0.7680 -1.3742 0.9132
H 2.1359 0.3967 -0.6292
H -0.3944 -0.3205 1.8772
H -2.0429 -0.6320 -1.4684
H 1.4430 -0.1244 1.7326
H 0.8453 1.2791 -1.3572
H 0.9811 -0.5424 -1.6975
*
```

The calculation puts the HOMO-LUMO gap at 0.2961 Eh. The value obtained for the highest occupied orbital energy is -0.53682 Eh.

Atom charges from the Löwdin analysis, given in e for atoms 1 to 2: -0.041, 0.324



ii.
Entry from the OMol25 dataset: a 2-piece molecular cluster, C3H7FNO overall (wB97M-V/def2-TZVPD).

```
! RIJCOSX wB97M-V def2-TZVPD def2/J DEFGRID3
* xyz 1 1
F -2.3665 -0.7687 -0.6310
O -1.2270 0.8123 0.5851
N 1.0067 -0.0813 -0.2467
C 0.7640 -1.2277 0.4336
C -1.8747 -0.3060 0.5479
C -0.6055 1.3714 -0.4415
H 1.4569 0.6765 0.2817
H 0.5322 -2.0620 -0.1827
H -0.7968 1.2902 -1.5258
H 1.1821 -0.0663 -1.2468
H -2.4235 -0.7823 1.4473
H -0.0701 2.3587 -0.3687
H 0.7782 -1.1512 1.4493
*
```

The calculation puts the HOMO-LUMO gap (spin up / spin down) at 0.3066 / 0.3066 Eh. The value obtained for the highest occupied orbital energy (spin up / spin down) is -0.47130 / -0.47128 Eh.

Atom charges from the Löwdin analysis, given in e for atoms 1 to 2: 0.082, -0.004



Most stable to least stable, the ends of the list are ii and i.



i.
Entry from the OMol25 dataset: a 3-piece molecular cluster, C4H16NO2 overall (wB97M-V/def2-TZVPD).

```
! RIJCOSX wB97M-V def2-TZVPD def2/J DEFGRID3
* xyz 1 1
O -0.1468 -0.7306 -1.4570
O 0.8013 -2.2484 -3.8025
N -0.1136 0.5352 0.9700
C -0.2864 1.9642 0.5710
C -1.3252 2.1405 -0.4299
C 0.8083 -0.0395 1.9116
C 0.2452 -1.3843 2.4590
H 0.5283 -1.3137 -1.8716
H 1.6868 -0.2341 1.2146
H -0.8873 -1.2670 2.6934
H 0.8255 -3.2735 -4.0727
H -0.3910 -0.1109 -2.1240
H -1.1785 1.4032 -1.3204
H -2.4121 1.9895 -0.1117
H 0.3494 -2.0180 1.5380
H 0.8995 -1.8733 3.2534
H 0.8389 2.2923 0.2668
H -1.0317 0.0639 1.2465
H -1.3553 3.1323 -0.9606
H -0.7350 2.3732 1.4856
H 0.0727 0.0121 -0.0202
H 1.7478 -2.1168 -4.1798
H 1.0592 0.7036 2.7406
*
```

The calculation puts the HOMO-LUMO gap at 0.4514 Eh. The value obtained for the highest occupied orbital energy is -0.55124 Eh.

Atom charges from the Löwdin analysis, given in e for atoms 1 to 2: -0.029, -0.144



ii.
Entry from the OMol25 dataset: a 3-piece molecular cluster, C4H16NO2 overall (wB97M-V/def2-TZVPD).

```
! RIJCOSX wB97M-V def2-TZVPD def2/J DEFGRID3
* xyz 1 1
O 3.0687 2.0931 -0.5524
O 1.9120 -1.9937 1.6517
N 1.0318 0.2300 0.1906
C -0.2672 0.9119 0.4934
C -2.4016 -0.1981 -0.3771
C -1.4059 -0.0519 0.7979
C -1.7182 -0.7608 -1.6107
H -2.3680 -0.7995 -2.4824
H -1.9344 0.3148 1.6725
H 0.8979 -0.4627 -0.5413
H -3.2058 -0.8177 0.0230
H 2.4131 -2.6970 1.2236
H -1.3951 -1.7637 -1.3925
H 1.6624 0.9865 -0.1271
H -2.8389 0.7990 -0.4952
H -0.5120 1.6214 -0.2941
H -0.8800 -0.1253 -1.8880
H -1.0160 -1.0431 1.0509
H 1.3820 -2.4388 2.3224
H -0.0287 1.5327 1.3518
H 3.4297 1.8974 -1.4275
H 2.7637 3.0078 -0.6073
H 1.4109 -0.2423 1.0178
*
```

The calculation puts the HOMO-LUMO gap at 0.4497 Eh. The value obtained for the highest occupied orbital energy is -0.55666 Eh.

Atom charges from the Löwdin analysis, given in e for atoms 1 to 2: -0.035, -0.040



iii.
Entry from the OMol25 dataset: a 3-piece molecular cluster, C4H16NO2 overall (wB97M-V/def2-TZVPD).

```
! RIJCOSX wB97M-V def2-TZVPD def2/J DEFGRID3
* xyz 1 1
O -1.3531 1.9949 2.2311
O -3.3527 -0.8596 -1.4691
N 0.4037 0.2385 0.1697
C 2.4085 1.5357 -0.3023
C 1.3090 0.8432 -0.9401
C -0.2897 -0.9610 -0.2736
C 0.2381 -2.3582 0.0378
H 1.7103 -0.0335 -1.3782
H -0.3839 0.9283 0.4410
H 0.8457 0.1149 1.0974
H -1.2842 3.0191 2.1471
H -1.0415 1.7077 3.1732
H 2.2341 2.4002 0.2674
H 0.5509 -2.6801 0.9518
H 3.1472 1.7464 -1.0488
H 2.9829 0.7175 0.4341
H 0.6538 1.3739 -1.6482
H -4.0004 -1.5626 -1.3390
H 0.9862 -2.5466 -0.7051
H -0.4699 -0.9369 -1.2879
H -3.4607 -0.2910 -0.6662
H -1.3693 -1.1101 0.1971
H -0.4652 -3.2807 -0.0892
*
```

The calculation puts the HOMO-LUMO gap at 0.4206 Eh. The value obtained for the highest occupied orbital energy is -0.53462 Eh.

Atom charges from the Löwdin analysis, given in e for atoms 1 to 2: -0.139, -0.073



Most stable to least stable, the ends of the list are ii and iii.